A cluster of 2 separate species, C6H14O in total. Source: the Open Molecules 2025 dataset; level of theory: wB97M-V/def2-TZVPD.

Structure (XYZ):
```
21
C6H14O, DFT wB97M-V/def2-TZVPD
C 3.13 -0.27 1.75
C 2.40 -0.27 0.56
C 1.48 -1.37 -0.06
C 0.01 -0.97 -0.47
C -0.81 0.36 0.00
C -0.46 1.54 -0.96
H 3.28 -1.24 2.43
H 3.40 0.80 2.01
H 2.21 0.73 0.25
H 1.97 -1.86 -0.93
H 1.48 -2.21 0.67
H 0.02 -0.85 -1.53
H -0.54 -1.90 -0.25
H -0.50 0.50 1.09
H -1.92 0.10 0.28
H -1.09 1.40 -1.94
H 0.60 1.82 -0.89
H -0.96 2.50 -0.70
O -4.81 0.50 -0.13
H -4.96 -0.22 -0.74
H -3.93 0.92 -0.47
```

The value obtained for the total energy is -8493.6506 eV. Its SMILES is C=CCCCC.O. The calculation puts the energy above the lowest of the compared OMol25 structures with the same formula, charge and spin at 312.77 kJ/mol. As for the total charge: 0. The calculation puts the lowest unoccupied orbital energy at 0.74 eV.


A cluster of 13 separate species, C3H29NO14S in total. Source: the Open Molecules 2025 dataset; level of theory: wB97M-V/def2-TZVPD.

Structure (XYZ):
```
48
C3H29NO14S, DFT wB97M-V/def2-TZVPD
C 1.63 1.62 0.10
C 2.97 2.16 0.50
S 3.68 2.91 -1.07
N 1.63 0.60 -0.93
C 0.52 0.00 -1.43
O -0.60 0.05 -0.82
O 0.70 -0.76 -2.45
H 1.03 1.23 0.94
H 1.01 2.44 -0.26
H 3.74 1.42 0.70
H 2.95 2.99 1.20
H 2.46 0.65 -1.50
H 1.67 -2.14 -2.46
H 3.10 -1.95 -2.16
O 2.49 -2.68 -2.28
H -2.42 1.81 -1.57
H -1.35 1.59 -0.73
O -2.08 2.27 -0.80
H 2.90 -0.83 1.85
H 2.81 -2.35 1.30
O 2.91 -1.76 2.07
H -0.04 -1.81 3.00
H 1.48 -2.08 3.06
O 0.67 -2.00 3.62
H 1.18 -3.10 0.56
H 2.22 -3.14 -0.66
O 2.04 -3.43 0.26
H -1.05 -2.39 -2.27
H -0.82 -3.93 -1.66
O -1.44 -3.21 -1.97
H -1.75 0.63 3.98
H -3.19 0.39 4.22
O -2.56 1.13 4.12
H -0.54 3.25 -1.43
H 0.88 3.20 -2.28
O -0.08 3.49 -2.23
H -4.75 -0.44 2.38
H -4.46 0.86 1.67
O -5.12 0.10 1.66
H -0.33 0.47 -3.71
H -0.65 1.97 -3.31
O -1.00 1.16 -3.82
H -2.78 2.13 0.67
H -2.61 1.53 2.16
O -3.17 2.08 1.60
H -1.76 -2.67 -0.12
H -0.98 -1.33 -0.12
O -1.16 -2.15 0.42
```

The value obtained for the total energy is -44576.3421 eV. The calculation puts the energy above the lowest of the compared OMol25 structures with the same formula, charge and spin at 0.00 kJ/mol. As for the total charge: -2. The calculation puts the lowest unoccupied orbital energy at 4.42 eV.


An isolated molecule of C4H7NO. Source: the Open Molecules 2025 dataset; level of theory: wB97M-V/def2-TZVPD.

Structure (XYZ):
```
13
C4H7NO, DFT wB97M-V/def2-TZVPD
C 0.40 -1.19 -1.99
C -0.38 -1.24 -0.91
N -0.82 -0.13 -0.18
C -0.07 0.42 0.68
C -0.51 1.61 1.47
O 1.18 0.04 1.02
H 0.72 -0.24 -2.41
H 0.65 -2.10 -2.54
H -0.80 -2.20 -0.58
H -0.56 1.35 2.53
H 0.22 2.41 1.35
H -1.49 1.94 1.12
H 1.46 -0.68 0.43
```

The value obtained for the total energy is -7798.3961 eV. Its SMILES is C=C/N=C(/C)O. The calculation puts the energy above the lowest of the compared OMol25 structures with the same formula, charge and spin at 120.45 kJ/mol. As for the total charge: 0. The calculation puts the lowest unoccupied orbital energy at 0.92 eV.


A cluster of 2 separate species, C3H6IN3 in total. Source: the Open Molecules 2025 dataset; level of theory: wB97M-V/def2-TZVPD.

Structure (XYZ):
```
13
C3H6IN3, DFT wB97M-V/def2-TZVPD
C 0.29 0.99 1.34
C -1.41 -0.33 0.36
C 1.00 -0.48 -0.31
N 1.33 0.45 0.56
N -0.98 0.65 1.18
N -0.30 -0.93 -0.42
I 0.16 -0.56 -5.67
H 0.45 1.89 2.05
H -2.44 -0.59 0.23
H 1.82 -1.04 -0.80
H 2.29 0.56 0.79
H -1.76 1.22 1.60
H -0.46 -1.84 -0.93
```

The value obtained for the total energy is -15757.9323 eV. The calculation puts the energy above the lowest of the compared OMol25 structures with the same formula, charge and spin at 91.57 kJ/mol. As for the total charge: +2. The calculation puts the lowest unoccupied orbital energy (spin up / spin down) at -11.07 / -10.83 eV.


A cluster of 2 separate species, C3H7NOS in total. Source: the Open Molecules 2025 dataset; level of theory: wB97M-V/def2-TZVPD.

Structure (XYZ):
```
13
C3H7NOS, DFT wB97M-V/def2-TZVPD
C -1.39 -0.11 1.68
C -1.78 0.05 0.40
C 0.91 -0.41 -1.34
N 1.01 1.72 -0.70
O 1.60 0.61 -1.00
S 1.76 -1.98 -1.28
H -1.38 -0.95 2.38
H -0.88 0.65 2.30
H -2.26 -0.80 -0.07
H -0.04 -0.20 -1.78
H 1.74 2.31 -0.35
H -1.75 0.97 -0.12
H 2.45 -1.86 -0.11
```

The value obtained for the total energy is -17591.5030 eV. The calculation puts the energy above the lowest of the compared OMol25 structures with the same formula, charge and spin at 620.04 kJ/mol. As for the total charge: 0. The calculation puts the lowest unoccupied orbital energy (spin up / spin down) at 0.26 / 0.22 eV.


A structure of composition C6H12S. Source: the Open Molecules 2025 dataset; level of theory: wB97M-V/def2-TZVPD.

Structure (XYZ):
```
19
C6H12S, DFT wB97M-V/def2-TZVPD
C 0.78 -1.69 0.79
C 0.84 -0.10 0.86
C -0.27 -0.40 -0.14
C 2.10 0.71 0.41
C -0.05 -0.55 -1.64
C -2.70 1.29 0.31
S -2.06 -0.45 0.35
H 1.51 -2.16 0.04
H 0.24 -2.17 1.52
H 0.50 0.13 1.86
H 2.80 0.62 1.26
H 1.91 1.66 0.13
H 2.65 0.30 -0.45
H -0.12 -1.55 -2.06
H 1.03 -0.23 -1.69
H -0.54 0.11 -2.27
H -2.34 1.61 -0.63
H -2.51 1.82 1.17
H -3.76 1.05 0.20
```

The value obtained for the total energy is -17248.9480 eV. The calculation puts the energy above the lowest of the compared OMol25 structures with the same formula, charge and spin at 256.00 kJ/mol. As for the total charge: 0. The calculation puts the lowest unoccupied orbital energy at 0.97 eV.


A cluster of 17 separate species, C4H41NO16 in total. Source: the Open Molecules 2025 dataset; level of theory: wB97M-V/def2-TZVPD.

Structure (XYZ):
```
62
C4H41NO16, DFT wB97M-V/def2-TZVPD
C 1.16 -0.73 1.71
N 1.61 -1.04 0.34
C 3.11 -0.90 0.37
C 3.51 -1.72 1.64
C 2.24 -1.50 2.56
H 0.13 -1.17 1.95
H 0.97 0.32 1.96
H 1.23 -1.89 -0.15
H 3.61 0.15 0.56
H 3.67 -1.12 -0.60
H 3.71 -2.69 1.32
H 4.43 -1.23 2.24
H 2.65 -1.06 3.45
H 1.91 -2.48 2.96
H 0.29 -4.69 0.13
H 0.88 -5.26 -1.23
O 0.50 -4.40 -0.84
H -2.93 0.75 -2.31
H -3.39 0.84 -0.87
O -3.40 1.38 -1.64
H -3.31 -0.37 1.04
H -4.22 -1.33 -0.06
O -4.00 -0.99 0.90
H 1.95 2.72 -1.04
H 0.62 3.13 -2.21
O 1.07 3.15 -1.19
H 2.36 2.07 2.62
H 3.76 2.44 2.07
O 3.06 2.69 2.39
H -1.44 -2.11 -1.95
H -1.20 -0.49 -1.94
O -1.65 -1.32 -1.32
H -3.68 1.88 1.95
H -2.31 1.91 1.25
O -3.05 1.23 1.57
H 2.41 0.44 -2.72
H 1.59 0.43 -1.42
O 1.74 0.86 -2.23
H -1.37 -0.63 2.81
H -1.56 0.80 2.49
O -0.98 0.26 2.92
H -0.51 0.12 -4.48
H 0.49 0.54 -3.26
O -0.49 0.60 -3.75
H -1.61 4.31 -0.38
H -0.26 4.83 -0.36
O -1.17 5.09 -0.18
H -0.66 2.12 -3.60
H -0.96 3.73 -3.48
O -0.25 3.12 -3.58
H -1.32 -1.63 0.72
H -2.55 -2.56 1.13
O -1.68 -2.21 1.45
H 1.37 -2.50 -2.16
H 1.22 -3.53 -3.15
O 1.72 -2.77 -3.03
H -0.25 2.67 2.26
H -0.22 2.73 0.70
O -0.82 2.71 1.35
H -0.29 -4.12 2.88
H -0.72 -3.57 1.69
O -0.08 -4.17 2.07
```

The value obtained for the total energy is -39058.4274 eV. The calculation puts the energy above the lowest of the compared OMol25 structures with the same formula, charge and spin at 710.96 kJ/mol. As for the total charge: 0. The calculation puts the lowest unoccupied orbital energy at -0.31 eV.


An isolated molecule of C4H10N2. Source: the Open Molecules 2025 dataset; level of theory: wB97M-V/def2-TZVPD.

Structure (XYZ):
```
16
C4H10N2, DFT wB97M-V/def2-TZVPD
C -2.69 -0.18 -0.31
N -1.29 -0.45 -0.29
N -0.63 0.28 0.49
C 0.78 0.01 0.57
C 1.51 1.33 0.27
C 1.29 -1.12 -0.33
H -3.21 -1.09 -0.01
H -2.98 0.04 -1.34
H -2.98 0.65 0.35
H 0.95 -0.24 1.62
H 1.46 1.56 -0.79
H 1.04 2.14 0.82
H 2.55 1.26 0.57
H 0.64 -2.00 -0.20
H 2.31 -1.38 -0.06
H 1.25 -0.83 -1.37
```

The value obtained for the total energy is -7289.1411 eV. Its SMILES is C/N=N/C(C)C. The calculation puts the energy above the lowest of the compared OMol25 structures with the same formula, charge and spin at 142.65 kJ/mol. As for the total charge: 0. The calculation puts the lowest unoccupied orbital energy at 1.09 eV.


A cluster of 2 separate species, C2ClF3O3S in total. Source: the Open Molecules 2025 dataset; level of theory: wB97M-V/def2-TZVPD.

Structure (XYZ):
```
10
C2ClF3O3S, DFT wB97M-V/def2-TZVPD
C -1.15 -0.09 -0.75
C 0.03 -0.96 -0.71
O -1.93 -0.11 0.20
O 0.05 1.48 1.63
O 2.16 0.12 1.91
F 0.76 -1.09 -1.86
F -0.02 -2.02 0.07
F 1.95 1.73 0.01
S 1.18 0.78 1.10
Cl -1.38 0.86 -2.14
```

The value obtained for the total energy is -39723.1254 eV. The calculation puts the energy above the lowest of the compared OMol25 structures with the same formula, charge and spin at 282.06 kJ/mol. As for the total charge: 0. The calculation puts the lowest unoccupied orbital energy (spin up / spin down) at -2.95 / -2.48 eV.


An isolated molecule of C10H9BFNO3. Source: the Open Molecules 2025 dataset; level of theory: wB97M-V/def2-TZVPD.

Structure (XYZ):
```
25
C10H9BFNO3, DFT wB97M-V/def2-TZVPD
C 3.58 0.38 0.76
C 2.56 -0.77 0.57
B 1.46 -0.43 -0.49
O 1.88 0.08 -1.68
C -0.10 -0.62 -0.25
C -0.68 -1.87 -0.07
F 0.13 -2.94 -0.10
C -2.04 -2.11 0.12
C -2.91 -1.03 0.17
C -2.37 0.23 0.03
C -1.01 0.43 -0.19
C -0.78 1.90 -0.30
O 0.21 2.49 -0.62
N -2.01 2.52 0.07
C -3.04 1.55 0.07
O -4.22 1.79 0.10
H 3.59 0.73 1.78
H 3.35 1.23 0.12
H 4.59 0.06 0.49
H 3.09 -1.64 0.17
H 2.14 -1.08 1.53
H 1.18 0.07 -2.34
H -2.40 -3.12 0.24
H -3.97 -1.16 0.32
H -2.24 3.32 -0.51
```

The value obtained for the total energy is -21544.8963 eV. Its SMILES is CCB(O)c1c(F)ccc2c1C(=O)NC2=O. As for the total charge: 0. The calculation puts the lowest unoccupied orbital energy at -0.55 eV.


A cluster of 2 separate species, C3H3Cl3NO4P in total. Source: the Open Molecules 2025 dataset; level of theory: wB97M-V/def2-TZVPD.

Structure (XYZ):
```
15
C3H3Cl3NO4P, DFT wB97M-V/def2-TZVPD
C 0.00 1.25 -0.30
C 0.18 -0.64 1.14
C 1.98 -2.11 0.08
N 0.18 0.61 0.84
O -0.25 -3.79 -0.87
O -0.50 -1.60 0.50
O 0.41 0.98 -1.43
O 0.24 -1.59 -1.97
P 0.37 -2.48 -0.67
Cl 2.12 -3.21 1.48
Cl -13.43 -2.10 0.00
Cl 3.20 -2.58 -1.12
H -0.49 2.23 -0.13
H 0.56 -0.91 2.12
H 0.44 -0.63 -1.82
```

The value obtained for the total energy is -59699.4986 eV. As for the total charge: -2. The calculation puts the lowest unoccupied orbital energy at 4.37 eV.


A structure of composition C12H36F3O6S6Zr. Source: the Open Molecules 2025 dataset; level of theory: wB97M-V/def2-TZVPD.

Structure (XYZ):
```
64
C12H36F3O6S6Zr, DFT wB97M-V/def2-TZVPD
Zr -6.94 9.36 14.70
F -8.01 11.23 14.15
F -5.25 10.57 15.23
F -8.71 8.54 15.52
C -6.18 4.49 14.39
S -7.34 5.81 13.77
O -6.93 7.21 14.08
C -6.94 5.47 11.99
H -6.62 3.53 14.14
H -6.17 4.57 15.47
H -5.20 4.62 13.92
H -7.74 6.01 11.48
H -7.13 4.41 11.84
H -5.93 5.71 11.69
C -2.64 6.54 15.15
S -3.29 7.81 13.93
O -4.77 8.17 14.25
C -2.21 9.18 14.40
H -3.20 5.66 15.48
H -2.17 6.98 16.02
H -1.70 6.28 14.65
H -1.36 9.22 13.73
H -1.84 9.27 15.42
H -2.64 10.17 14.25
C -7.50 7.67 18.71
S -6.07 7.28 17.67
O -6.25 8.14 16.40
C -4.56 7.95 18.54
H -7.12 7.19 19.62
H -8.49 7.33 18.40
H -7.45 8.76 18.71
H -3.86 8.41 17.84
H -4.06 7.10 19.01
H -4.72 8.73 19.28
C -8.96 9.21 10.25
S -9.53 8.49 11.90
O -8.34 8.80 12.87
C -10.90 9.67 12.23
H -9.83 9.26 9.61
H -8.19 8.53 9.88
H -8.50 10.17 10.48
H -11.06 9.80 13.30
H -11.85 9.28 11.85
H -10.52 10.63 11.88
C -9.26 12.12 17.90
S -7.55 11.35 18.04
O -7.30 10.42 16.81
C -6.66 12.88 17.45
H -9.89 11.74 18.70
H -9.86 11.92 17.00
H -9.15 13.20 18.01
H -6.66 13.60 18.27
H -7.12 13.33 16.57
H -5.63 12.76 17.11
C -4.94 8.74 10.59
S -5.68 10.24 11.42
O -5.95 9.80 12.87
C -4.15 11.22 11.51
H -4.00 8.43 11.05
H -4.72 8.86 9.53
H -5.71 7.97 10.68
H -3.91 11.49 10.48
H -3.29 10.71 11.95
H -4.35 12.15 12.04
```

The value obtained for the total energy is -99740.9213 eV. As for the multiplicity: 2. Its expectation value of S² is 0.757. As for the total charge: +2. The calculation puts the lowest unoccupied orbital energy (spin up / spin down) at -4.36 / -9.95 eV.


A structure of composition C13H8N3O10SSe4Ta. Source: the Open Molecules 2025 dataset; level of theory: wB97M-V/def2-TZVPD.

Structure (XYZ):
```
40
C13H8N3O10SSe4Ta, DFT wB97M-V/def2-TZVPD
Ta 0.26 2.57 0.48
O 2.55 2.52 0.16
C 2.13 1.51 -0.42
O 1.02 1.62 -1.12
C 2.44 0.21 0.21
C 3.39 -0.73 -0.12
C 3.50 -1.84 0.71
C 2.69 -2.03 1.81
C 1.74 -1.06 2.12
C 1.61 0.08 1.33
O 0.69 1.04 1.51
N 0.86 -1.31 3.27
O 0.27 -0.35 3.73
O 0.78 -2.45 3.67
N 4.52 -2.86 0.40
O 4.57 -3.83 1.12
O 5.23 -2.64 -0.55
H 4.03 -0.63 -0.98
H 2.78 -2.92 2.41
Se 1.11 4.86 0.93
Se -0.96 5.95 1.11
Se -2.01 4.56 -0.46
Se -2.17 2.48 0.70
N -2.70 -0.16 1.73
C -2.64 -0.40 0.34
C -3.71 -0.10 -0.49
C -3.52 -0.04 -1.86
C -2.28 -0.29 -2.42
C -1.24 -0.70 -1.60
C -1.41 -0.74 -0.23
S -1.99 -0.01 -4.18
O -0.64 -0.50 -4.39
O -3.04 -0.77 -4.83
O -2.14 1.43 -4.27
H -3.65 -0.11 2.09
H -2.16 -0.79 2.31
H -4.67 0.15 -0.06
H -4.34 0.24 -2.52
H -0.29 -0.93 -2.07
H -0.60 -1.04 0.41
```

The value obtained for the total energy is -312322.4240 eV. The calculation puts the energy above the lowest of the compared OMol25 structures with the same formula, charge and spin at 518.59 kJ/mol. As for the total charge: 0. The calculation puts the lowest unoccupied orbital energy at -3.42 eV.


An isolated molecule of C4H7N3S. Source: the Open Molecules 2025 dataset; level of theory: wB97M-V/def2-TZVPD.

Structure (XYZ):
```
15
C4H7N3S, DFT wB97M-V/def2-TZVPD
H -0.18 3.00 -1.73
N -0.50 2.45 -0.90
C 0.33 1.49 -0.77
N 0.15 0.43 0.11
C -1.10 0.21 0.72
C -1.45 -0.85 1.51
N 1.14 -0.53 0.18
C 1.28 -1.54 -0.70
S 0.41 -1.77 -2.07
H 1.28 1.41 -1.27
H -1.83 1.01 0.53
H -0.79 -1.69 1.65
H -2.40 -0.91 2.03
H 1.57 -0.53 1.11
H 2.10 -2.17 -0.40
```

The value obtained for the total energy is -19564.9867 eV. Its SMILES is [H]/N=C/N(C=C)NC=S. The calculation puts the energy above the lowest of the compared OMol25 structures with the same formula, charge and spin at 269.32 kJ/mol. As for the total charge: 0. The calculation puts the lowest unoccupied orbital energy at 0.49 eV.


A structure of composition C3H4CrO4. Source: the Open Molecules 2025 dataset; level of theory: wB97M-V/def2-TZVPD.

Structure (XYZ):
```
12
C3H4CrO4, DFT wB97M-V/def2-TZVPD
O 0.77 -0.51 -0.54
C 0.81 -0.05 0.81
C -0.52 -0.40 1.48
O -1.56 0.18 0.82
C -0.08 0.10 -1.36
O -0.05 1.36 -1.50
Cr -0.37 1.09 -3.37
H 0.95 1.04 0.79
H 1.64 -0.56 1.31
H -0.51 -0.13 2.55
H -0.69 -1.50 1.41
O -0.38 -0.61 -2.40
```

The value obtained for the total energy is -39777.0309 eV. As for the multiplicity: 6. The calculation puts the energy above the lowest of the compared OMol25 structures with the same formula, charge and spin at 113.40 kJ/mol. Its expectation value of S² is 8.782. As for the total charge: +1. The calculation puts the lowest unoccupied orbital energy (spin up / spin down) at -5.94 / -5.99 eV.